Record 1
The following is a DFT calculation (ωB97M-V/def2-TZVPD) of one molecule with the formula C29H22N2O5.

```
! RIJCOSX wB97M-V def2-TZVPD def2/J DEFGRID3
* xyz 0 1
H -0.08 -0.14 5.60
H 2.57 -1.80 -6.98
H 3.59 0.24 -6.53
C 3.64 0.14 -5.45
C -1.04 6.37 4.88
C 3.01 -1.49 -3.64
C -1.00 5.19 5.57
C -2.30 -0.21 -1.96
H 0.03 -1.31 0.90
O -0.17 -3.72 -2.21
C -1.55 -1.37 -2.08
C 0.12 -2.98 -1.13
C -1.04 3.96 4.88
C 1.92 -3.58 -4.18
N -1.30 0.95 1.40
H 3.11 0.98 -5.00
C 2.53 -2.05 -5.93
C -1.38 0.16 0.23
C -1.17 5.22 2.77
H 4.62 -0.37 -2.79
O -1.32 3.05 0.43
C -1.23 0.41 2.69
C 2.45 -2.70 -3.25
H 1.33 -5.02 -1.64
H -1.16 7.34 2.97
C -1.13 6.39 3.48
C 3.57 -0.56 -2.61
H 2.47 -2.95 -2.20
C -1.28 2.34 1.40
H 3.05 0.40 -2.64
H -1.01 7.31 5.42
H -1.61 -1.97 -2.98
C -0.62 -0.99 0.11
C -2.23 0.55 -0.81
C -0.72 -1.76 -1.04
H 1.58 -3.95 -6.26
C -0.98 0.43 5.84
H -0.93 5.16 6.65
C 0.59 -4.90 -2.44
C 1.98 -3.25 -5.54
H -2.95 0.10 -2.76
O 1.29 -5.84 -4.51
H 3.45 -0.97 -1.61
C -1.14 1.58 3.60
H -0.09 -5.75 -2.42
H -0.97 0.70 6.89
H -1.24 5.22 1.69
C -1.04 1.65 5.00
C 1.29 -4.86 -3.80
H -2.81 1.45 -0.72
H 4.68 0.21 -5.14
C -1.18 2.73 2.84
O 0.97 -3.28 -0.32
N -1.00 2.82 5.59
C -1.13 3.99 3.45
O -1.26 -0.76 2.96
H -1.83 -0.22 5.63
C 3.05 -1.16 -5.00
*
```

Properties
HOMO: -9.118 eV
frontier orbital gap: 7.90 eV
SMILES string: Cc1ccc(C(=O)COC(=O)c2cccc(N3C(=O)c4c(C)nc5ccccc5c4C3=O)c2)cc1C
electronic energy: -43649.93252 eV
energy relative to the best compared isomer or geometry (same formula, charge and spin): 0.0 kJ/mol



Record 2
The following is a DFT calculation (ωB97M-V/def2-TZVPD) of C29H23AsBrN4O8STc as an isolated structure.

```
! RIJCOSX wB97M-V def2-TZVPD def2/J DEFGRID3
* xyz 1 4
C 1.83 -0.77 1.30
H -2.58 0.30 4.10
H -4.34 -0.35 2.83
N -0.64 -3.11 -0.49
O -0.48 -3.02 -4.05
H 1.15 4.50 3.71
C -1.65 0.16 3.56
O -0.34 1.95 -2.83
C 3.23 4.82 -0.70
C 2.34 -0.75 -2.42
O 1.38 4.59 2.79
H 2.48 5.41 1.20
C -0.23 -5.86 -0.99
Tc -0.57 -0.89 -0.48
C 3.14 -1.04 1.72
C -0.54 -2.63 -2.86
H -2.56 0.90 -2.43
N 1.53 -0.93 -0.03
H 4.61 -1.45 -1.27
C -2.82 -0.21 1.32
C 0.74 -0.09 3.50
C 2.51 -1.04 -0.97
H 5.09 -1.85 1.02
H 4.07 5.51 -0.52
C 0.66 -0.38 2.17
C -4.15 -0.32 1.76
As -0.11 4.20 1.79
C -0.31 -4.96 -2.06
C 3.78 -1.39 -0.55
S -0.40 2.35 -1.47
C -0.47 -3.60 -1.79
H -5.68 -0.36 -1.28
C 3.13 4.07 -1.86
N -0.50 -0.39 1.48
H -0.33 -5.28 -3.11
H 3.37 -0.83 2.73
H 3.92 3.99 -2.61
H 2.00 -1.65 -2.92
C -0.43 0.26 4.21
Br -0.94 -3.65 2.32
C -3.34 0.11 -2.34
C -0.51 -4.02 0.52
H -2.94 -0.81 -2.86
C -3.57 -0.24 -0.94
O -0.61 -1.34 -2.46
H -0.42 0.52 5.25
C -5.19 -0.39 0.82
C 1.94 3.41 -2.00
H 1.67 0.08 -2.60
O -1.54 3.13 -1.04
H 1.71 -0.11 4.01
H 1.75 2.87 -2.98
H -0.03 -6.92 -1.17
C -0.25 -5.38 0.31
C 4.09 -1.45 0.79
O -0.03 1.18 -0.58
C 0.93 3.44 -1.06
C 1.13 4.07 0.18
N -2.54 -0.34 -0.04
C -1.66 -0.02 2.14
H 3.37 -0.63 -2.81
H -0.11 -6.02 1.20
O -0.55 2.63 2.23
H -6.23 -0.30 1.15
C -4.87 -0.35 -0.54
O -1.12 5.46 1.42
C 2.28 4.83 0.30
H -4.28 0.36 -2.74
*
```

Properties
HOMO (alpha / beta): -9.870 / -9.867 eV
frontier orbital gap (alpha / beta): 5.00 / 3.91 eV
electronic energy: -196693.41432 eV



Record 3
The following is a DFT calculation (ωB97M-V/def2-TZVPD) of C29H23BrCuF4N2PS as an isolated structure.

```
! RIJCOSX wB97M-V def2-TZVPD def2/J DEFGRID3
* xyz 1 2
C -3.40 -0.08 -1.14
H 4.44 1.89 -1.41
H -3.01 -6.54 -0.23
H -1.69 -0.34 3.11
C -3.58 -3.30 -0.98
F 0.43 -1.32 -6.47
C 1.91 5.10 2.57
H -6.28 0.48 0.54
H -0.77 -5.63 0.29
C -0.07 -1.71 2.42
P -1.87 -1.04 -0.98
C -5.61 1.61 -1.15
C -5.50 0.61 -0.20
C -1.56 -4.97 -0.06
H -2.72 1.08 -2.82
H -4.80 -5.05 -1.05
H 2.83 5.65 2.73
F -2.23 -1.65 -6.07
H -4.37 -2.65 -1.36
H -0.01 3.83 1.37
C -1.94 -1.37 -3.75
H 1.09 5.81 2.49
C -0.07 -1.26 -5.24
H -0.52 -2.68 2.53
C 3.14 4.03 0.63
C 0.21 0.55 2.37
C -2.33 -2.77 -0.68
H 0.14 1.57 2.72
H 1.72 4.47 3.45
S -0.72 2.20 -0.63
H 4.01 3.27 -2.40
C -3.82 -4.65 -0.81
C 0.81 2.86 -0.20
H 2.00 -2.21 1.74
H 4.08 4.47 0.93
H -4.32 -1.00 0.57
C -1.13 -1.12 -2.65
Cu -0.72 0.21 0.58
C 4.24 2.96 -1.38
C 2.00 4.26 1.35
C -1.43 -1.43 -5.04
H -0.34 -3.21 0.00
C 1.28 -1.46 2.01
H 2.36 0.42 1.68
C -3.50 0.94 -2.09
C 1.46 -0.10 1.97
N 1.91 2.66 -0.91
H -4.68 2.56 -2.84
N 0.87 3.67 0.90
Br 1.50 -0.88 -1.48
C -4.60 1.78 -2.09
C 3.05 3.23 -0.52
C 0.76 -1.06 -4.15
F -3.25 -1.57 -3.61
H 5.13 3.48 -1.03
C 0.24 -1.00 -2.87
H -6.47 2.26 -1.17
C -0.72 -0.47 2.66
C -2.82 -5.49 -0.35
C -1.32 -3.62 -0.22
F 2.07 -0.96 -4.38
C -4.40 -0.23 -0.19
*
```

Properties
HOMO (alpha / beta): -10.680 / -11.138 eV
frontier orbital gap (alpha / beta): 7.52 / 6.63 eV
electronic energy: -179096.65336 eV
energy relative to the best compared isomer or geometry (same formula, charge and spin): 0.0 kJ/mol



Record 4
The following is a DFT calculation (ωB97M-V/def2-TZVPD) of C29H23Cl2F6N3O5S4Sn as an isolated structure.

```
! RIJCOSX wB97M-V def2-TZVPD def2/J DEFGRID3
* xyz 0 1
C -3.80 2.88 -0.04
N -2.39 1.45 1.39
H 2.93 3.37 4.07
C 3.84 0.76 2.11
C -3.39 2.53 1.37
N -0.76 -0.64 2.26
C -4.48 3.53 -2.66
C 0.00 -1.65 2.64
C -4.86 2.31 -2.13
C 1.44 -1.48 2.33
O 2.32 -2.20 3.03
O 2.02 0.09 -1.53
C 2.68 1.75 -3.18
F 2.91 -1.95 -3.28
H -3.71 -1.73 3.42
C 0.96 3.35 -0.33
F 3.22 -0.47 -4.82
C 4.32 0.22 -2.08
C 4.81 3.19 3.06
F 4.61 1.21 -1.21
C 3.64 -1.75 2.61
F 1.26 -0.71 -3.95
C 2.58 -0.71 -3.66
Cl 3.26 4.74 -0.24
H 5.70 0.61 1.06
H -5.42 1.60 -2.73
H -2.86 4.81 0.03
F 4.56 -0.93 -1.44
C -3.43 4.11 -0.58
S -1.22 -2.28 -2.30
C -2.82 0.55 2.17
N 1.88 -0.64 1.49
O 1.14 2.70 0.74
H 1.25 5.25 -1.34
H -4.75 3.79 -3.68
S -1.64 -0.21 -2.71
Sn 0.45 0.65 -0.22
H 2.92 2.50 -2.43
H -3.47 5.39 -2.30
H -4.74 2.61 3.13
Cl 0.76 5.77 0.90
H 1.64 1.87 -3.47
C -2.06 -0.67 2.55
H 5.19 4.14 3.42
H 2.07 1.22 3.24
C 5.59 2.41 2.21
H 3.78 -0.80 0.64
C -1.84 -2.79 3.61
C 5.10 1.20 1.74
C -2.65 -1.74 3.21
H 0.18 -3.55 3.64
C -0.49 -2.75 3.34
S -0.06 -2.66 -0.84
C 3.07 1.54 2.96
H -5.45 1.80 1.72
C 3.35 -0.59 1.62
C 3.55 2.75 3.43
S -3.05 -1.35 -1.71
H -4.81 1.02 -0.41
H -2.27 -3.64 4.13
H 3.33 1.88 -4.05
F 5.21 0.31 -3.10
C -4.53 1.98 2.27
C -4.52 1.99 -0.82
H 4.15 -2.59 2.15
H 6.57 2.75 1.91
C 1.50 4.79 -0.39
H 4.17 -1.41 3.49
O 0.39 2.91 -1.35
C -3.77 4.43 -1.88
C 2.86 0.35 -2.56
O -4.04 0.71 2.74
H -2.92 3.40 1.82
*
```

Properties
HOMO: -8.010 eV
frontier orbital gap: 7.06 eV
electronic energy: -135678.84170 eV



Record 5
The following is a DFT calculation (ωB97M-V/def2-TZVPD) of C29H23FN3PRuS7 as an isolated structure.

```
! RIJCOSX wB97M-V def2-TZVPD def2/J DEFGRID3
* xyz -1 6
H 0.52 -0.94 4.40
C 3.23 0.03 -3.83
N 2.13 0.31 -3.21
C -0.57 -4.59 3.78
C 1.93 1.81 -0.55
H -4.94 0.13 4.57
H -5.77 -1.50 0.70
H -1.90 1.22 0.13
H 1.54 2.45 -1.34
C -2.78 -0.90 2.17
C -5.06 -1.19 1.46
H -1.30 1.57 -5.17
S -0.15 0.75 2.36
C -0.50 -2.28 3.09
H -1.41 -3.85 1.95
C 1.53 0.69 -5.41
H -4.25 2.00 -0.02
S 3.17 0.25 -5.53
H 1.40 2.03 0.38
H 1.09 -2.71 6.05
H 3.41 1.57 1.71
H -3.98 2.35 -4.29
C -2.37 1.44 -0.82
C -1.65 1.30 -2.01
C -0.14 0.99 -3.51
C 0.53 -2.96 5.16
C 5.39 1.97 0.99
P -0.97 -0.99 1.89
H -6.57 -0.58 2.85
H -2.52 -0.05 4.12
F 7.49 2.41 0.00
S 2.36 -2.96 -3.72
S 2.53 -1.05 0.69
C 1.15 0.68 -4.10
N -1.23 1.44 -4.18
C -2.23 1.64 -3.24
C 0.13 -4.27 4.94
C 5.57 2.43 -1.38
N -0.35 0.88 -2.22
H 4.13 -0.29 -3.32
C -4.59 -0.27 3.63
C -3.24 -0.38 3.38
C -3.54 2.10 -3.34
S -0.67 -1.71 0.04
C 3.39 1.99 -0.40
S 3.82 -1.47 -0.71
C -4.25 2.21 -2.16
H -0.87 -5.61 3.59
S 0.85 -2.37 -2.60
C 4.02 1.83 0.84
C 0.21 -1.97 4.24
C -3.67 1.89 -0.92
C -3.70 -1.30 1.21
H -3.33 -1.70 0.27
C -0.89 -3.60 2.87
H 0.94 0.93 -6.28
H 0.39 -5.04 5.65
Ru 1.21 -0.12 -0.98
C 4.20 2.29 -1.49
H 3.74 2.40 -2.47
H 6.19 2.67 -2.23
C 6.14 2.27 -0.13
H 5.87 1.84 1.95
H -5.27 2.55 -2.19
C -5.51 -0.67 2.66
*
```

Properties
HOMO (alpha / beta): -3.767 / -3.907 eV
frontier orbital gap (alpha / beta): 5.77 / 5.87 eV
electronic energy: -125355.83186 eV
energy relative to the best compared isomer or geometry (same formula, charge and spin): 0.0 kJ/mol



Record 6
The following is a DFT calculation (ωB97M-V/def2-TZVPD) of C29H23IrN3O6PS2 as an isolated structure.

```
! RIJCOSX wB97M-V def2-TZVPD def2/J DEFGRID3
* xyz 0 1
C -2.24 1.19 1.52
P -0.63 0.63 0.90
H 4.96 -0.35 -3.71
C -0.62 0.98 -0.88
H -5.05 0.29 3.15
O 2.61 -1.14 -3.17
C -1.86 0.54 -2.91
S -0.47 -2.93 -3.11
O -0.41 -3.34 2.65
S -2.67 -3.10 -1.12
N 1.01 -1.73 -1.20
C 0.31 1.55 -3.03
H 6.22 0.13 0.37
C -3.10 -1.15 2.18
H 3.51 3.20 2.01
C 1.90 -1.31 -0.33
C 2.58 2.78 2.36
C 4.77 -0.40 -2.64
C -4.33 0.95 2.67
C -4.54 2.31 2.61
H 1.32 1.88 -1.20
O 1.69 -1.14 0.93
H -5.44 2.75 3.04
C -3.20 0.37 2.12
C 5.73 -0.06 -1.72
H 1.14 1.95 -3.61
N -0.05 -2.65 3.64
O 0.10 -1.40 3.31
C 0.21 1.68 3.26
O -3.79 -1.77 2.95
H 3.99 -0.62 1.12
C 1.06 2.31 4.15
C 3.51 -0.83 -2.22
H -0.71 1.24 3.63
N -0.25 -2.01 -0.65
H 0.79 2.35 5.20
C 2.24 2.87 3.71
C -2.45 2.57 1.49
C 4.22 -0.56 0.07
H -1.69 3.22 1.05
H -2.75 0.16 -3.39
H 2.06 2.06 0.45
C -1.76 0.50 -1.53
H -0.88 1.08 -4.74
C 1.73 2.15 1.47
H -2.27 -5.15 -2.32
H -3.74 4.20 1.97
Ir -0.30 -1.53 1.31
H 6.70 0.27 -2.06
C -3.60 3.13 2.01
H 2.91 3.36 4.40
C -1.04 -2.59 -1.49
C -2.76 -4.21 -2.56
H -2.66 -2.69 -4.09
C 5.47 -0.13 -0.35
C 0.41 1.51 -1.64
C -2.07 -3.52 -3.71
H -2.57 0.07 -0.95
H -1.86 -4.21 -4.53
O -2.33 -1.67 1.26
H 1.78 -1.42 -2.73
C 3.23 -0.91 -0.85
C -0.82 1.06 -3.66
C 0.53 1.61 1.90
H -3.81 -4.39 -2.76
*
```

Properties
HOMO: -8.251 eV
frontier orbital gap: 8.08 eV
electronic energy: -80999.55464 eV
energy relative to the best compared isomer or geometry (same formula, charge and spin): 0.0 kJ/mol



Among the records above, which one has the highest electronic energy? C29H22N2O5



Repeat the first record exactly.
The following is a DFT calculation (ωB97M-V/def2-TZVPD) of one molecule with the formula C29H22N2O5.

```
! RIJCOSX wB97M-V def2-TZVPD def2/J DEFGRID3
* xyz 0 1
H -0.08 -0.14 5.60
H 2.57 -1.80 -6.98
H 3.59 0.24 -6.53
C 3.64 0.14 -5.45
C -1.04 6.37 4.88
C 3.01 -1.49 -3.64
C -1.00 5.19 5.57
C -2.30 -0.21 -1.96
H 0.03 -1.31 0.90
O -0.17 -3.72 -2.21
C -1.55 -1.37 -2.08
C 0.12 -2.98 -1.13
C -1.04 3.96 4.88
C 1.92 -3.58 -4.18
N -1.30 0.95 1.40
H 3.11 0.98 -5.00
C 2.53 -2.05 -5.93
C -1.38 0.16 0.23
C -1.17 5.22 2.77
H 4.62 -0.37 -2.79
O -1.32 3.05 0.43
C -1.23 0.41 2.69
C 2.45 -2.70 -3.25
H 1.33 -5.02 -1.64
H -1.16 7.34 2.97
C -1.13 6.39 3.48
C 3.57 -0.56 -2.61
H 2.47 -2.95 -2.20
C -1.28 2.34 1.40
H 3.05 0.40 -2.64
H -1.01 7.31 5.42
H -1.61 -1.97 -2.98
C -0.62 -0.99 0.11
C -2.23 0.55 -0.81
C -0.72 -1.76 -1.04
H 1.58 -3.95 -6.26
C -0.98 0.43 5.84
H -0.93 5.16 6.65
C 0.59 -4.90 -2.44
C 1.98 -3.25 -5.54
H -2.95 0.10 -2.76
O 1.29 -5.84 -4.51
H 3.45 -0.97 -1.61
C -1.14 1.58 3.60
H -0.09 -5.75 -2.42
H -0.97 0.70 6.89
H -1.24 5.22 1.69
C -1.04 1.65 5.00
C 1.29 -4.86 -3.80
H -2.81 1.45 -0.72
H 4.68 0.21 -5.14
C -1.18 2.73 2.84
O 0.97 -3.28 -0.32
N -1.00 2.82 5.59
C -1.13 3.99 3.45
O -1.26 -0.76 2.96
H -1.83 -0.22 5.63
C 3.05 -1.16 -5.00
*
```

Properties
HOMO: -9.118 eV
frontier orbital gap: 7.90 eV
SMILES string: Cc1ccc(C(=O)COC(=O)c2cccc(N3C(=O)c4c(C)nc5ccccc5c4C3=O)c2)cc1C
electronic energy: -43649.93252 eV
energy relative to the best compared isomer or geometry (same formula, charge and spin): 0.0 kJ/mol



Copy entry 6 word for word.
The following is a DFT calculation (ωB97M-V/def2-TZVPD) of C29H23IrN3O6PS2 as an isolated structure.

```
! RIJCOSX wB97M-V def2-TZVPD def2/J DEFGRID3
* xyz 0 1
C -2.24 1.19 1.52
P -0.63 0.63 0.90
H 4.96 -0.35 -3.71
C -0.62 0.98 -0.88
H -5.05 0.29 3.15
O 2.61 -1.14 -3.17
C -1.86 0.54 -2.91
S -0.47 -2.93 -3.11
O -0.41 -3.34 2.65
S -2.67 -3.10 -1.12
N 1.01 -1.73 -1.20
C 0.31 1.55 -3.03
H 6.22 0.13 0.37
C -3.10 -1.15 2.18
H 3.51 3.20 2.01
C 1.90 -1.31 -0.33
C 2.58 2.78 2.36
C 4.77 -0.40 -2.64
C -4.33 0.95 2.67
C -4.54 2.31 2.61
H 1.32 1.88 -1.20
O 1.69 -1.14 0.93
H -5.44 2.75 3.04
C -3.20 0.37 2.12
C 5.73 -0.06 -1.72
H 1.14 1.95 -3.61
N -0.05 -2.65 3.64
O 0.10 -1.40 3.31
C 0.21 1.68 3.26
O -3.79 -1.77 2.95
H 3.99 -0.62 1.12
C 1.06 2.31 4.15
C 3.51 -0.83 -2.22
H -0.71 1.24 3.63
N -0.25 -2.01 -0.65
H 0.79 2.35 5.20
C 2.24 2.87 3.71
C -2.45 2.57 1.49
C 4.22 -0.56 0.07
H -1.69 3.22 1.05
H -2.75 0.16 -3.39
H 2.06 2.06 0.45
C -1.76 0.50 -1.53
H -0.88 1.08 -4.74
C 1.73 2.15 1.47
H -2.27 -5.15 -2.32
H -3.74 4.20 1.97
Ir -0.30 -1.53 1.31
H 6.70 0.27 -2.06
C -3.60 3.13 2.01
H 2.91 3.36 4.40
C -1.04 -2.59 -1.49
C -2.76 -4.21 -2.56
H -2.66 -2.69 -4.09
C 5.47 -0.13 -0.35
C 0.41 1.51 -1.64
C -2.07 -3.52 -3.71
H -2.57 0.07 -0.95
H -1.86 -4.21 -4.53
O -2.33 -1.67 1.26
H 1.78 -1.42 -2.73
C 3.23 -0.91 -0.85
C -0.82 1.06 -3.66
C 0.53 1.61 1.90
H -3.81 -4.39 -2.76
*
```

Properties
HOMO: -8.251 eV
frontier orbital gap: 8.08 eV
electronic energy: -80999.55464 eV
energy relative to the best compared isomer or geometry (same formula, charge and spin): 0.0 kJ/mol